Record 1
C38H49MoN5O2 | ωB97M-V/def2-TZVPD

Last column: Mulliken charge in e.
Positions of all 95 atoms, in Å:
H: 3.362 1.876 -3.990  0.169
H: -2.374 -1.405 5.216  0.446
H: -2.758 5.426 1.561  0.241
H: -3.616 6.170 0.210  0.392
H: -0.740 3.549 -5.111  0.378
H: 3.365 2.463 -5.657  0.397
H: -4.858 3.043 2.861  0.357
C: 3.950 -3.947 -0.089  -1.362
C: -1.821 2.500 -1.333  -0.439
H: -2.646 -3.707 -3.812  0.337
C: 1.943 -2.322 0.149  -0.126
H: 0.375 -0.578 6.312  0.244
H: 2.385 -0.430 -3.663  0.399
H: 5.742 -1.464 -1.913  0.235
C: -3.177 2.131 1.945  0.965
C: -0.948 3.612 -4.042  -1.307
H: 4.467 -3.405 -2.867  0.401
C: 0.606 1.574 -3.776  0.938
H: 3.380 -4.716 0.438  0.459
H: 4.418 -4.448 -0.938  0.333
O: -1.837 -1.781 -0.962  -0.883
H: 3.073 -2.615 4.064  0.171
H: -4.056 -1.755 -2.507  0.317
H: 0.465 -3.809 5.167  0.370
H: 2.195 -3.476 1.889  0.404
C: 1.612 -2.691 1.428  -0.543
H: 2.603 3.415 -4.382  0.249
H: -4.794 4.098 0.936  0.390
C: 1.444 1.687 -5.010  -1.293
H: 5.651 -2.652 0.305  0.235
C: 5.038 -3.383 0.831  -0.871
H: -2.133 5.253 -0.075  0.168
C: 0.344 -2.452 3.544  0.860
H: -2.295 2.713 4.523  0.170
O: -1.256 -2.951 -2.788  -0.648
H: -3.787 3.491 5.062  0.394
C: 3.026 -2.887 -0.596  0.837
C: -0.340 4.902 -3.480  -0.893
H: 0.742 4.909 -3.612  0.240
C: 0.625 -2.104 2.185  -0.105
C: 1.089 -3.479 4.336  -1.277
N: -1.627 1.032 0.612  -0.357
H: -0.823 0.548 5.682  0.179
H: -4.209 3.933 -0.697  0.434
H: -2.506 0.319 3.809  0.402
N: -0.215 -1.095 1.746  -0.351
Mo: -0.578 -0.557 -0.223  2.767
N: -3.637 -3.585 -3.521  -0.199
C: -1.956 0.192 2.888  -0.394
H: 4.606 -2.886 1.701  0.158
C: -3.884 4.021 0.342  -1.313
C: -3.561 -2.704 -2.312  -0.733
H: -2.829 4.210 3.767  0.245
C: 4.049 -2.398 -2.907  -1.238
C: 3.067 -2.231 -1.792  1.020
C: -2.175 2.110 -0.063  -0.293
N: 1.293 -1.338 -0.586  -0.337
C: 5.183 -1.369 -2.843  -0.902
C: -0.668 -1.633 3.959  0.872
H: 2.941 -3.715 5.441  0.392
H: 0.885 2.230 -5.773  0.388
C: -0.694 -0.423 6.163  -0.916
H: 2.258 -2.091 5.534  0.239
C: -0.411 2.392 -3.365  0.860
C: -1.295 -1.549 5.314  -1.253
C: -3.175 3.267 4.190  -0.890
C: -0.842 1.908 -2.091  -0.411
C: -3.137 2.790 0.748  1.078
C: 2.774 2.402 -4.744  -0.903
H: 1.266 -4.365 3.723  0.451
H: 3.535 -2.324 -3.868  0.436
H: -1.165 -2.502 5.827  0.376
C: -1.001 -0.794 2.849  -0.262
H: -4.036 -4.503 -3.318  0.366
C: 2.004 -1.273 -1.775  -0.278
H: 5.876 -1.510 -3.671  0.394
N: -0.122 0.778 -1.719  -0.278
H: -4.171 -3.173 -4.287  0.365
H: 5.690 -4.181 1.184  0.395
C: -2.233 1.061 1.857  -0.348
C: -3.981 2.467 3.160  -1.303
H: -2.318 3.367 -1.746  0.411
C: 1.751 -0.386 -2.789  -0.540
H: -4.044 -3.181 -1.462  0.332
C: -2.075 -2.486 -2.037  0.812
C: 0.787 0.593 -2.753  -0.273
H: -2.036 3.642 -3.947  0.445
H: 1.633 0.694 -5.424  0.435
H: -4.363 1.552 3.619  0.448
C: -3.048 5.293 0.519  -0.902
H: 4.795 -0.350 -2.893  0.163
C: 2.420 -2.944 4.875  -0.897
H: -0.749 5.772 -3.992  0.390
H: -1.171 -0.385 7.141  0.399
H: -0.544 5.005 -2.413  0.173

Output
Total charge: +2
E_tot: -53592.877 eV
Highest occupied orbital energy (alpha / beta): -11.841 / -11.842 eV
F_max: 0.555 eV Å⁻¹
LUMO (alpha / beta): -6.39 / -6.38 eV
Frontier orbital gap (alpha / beta): 5.453 / 5.462 eV

=====

Record 2
C38H49NOP | ωB97M-V/def2-TZVPD

Last column: Mulliken charge in e.
Positions of all 90 atoms, in Å:
C: -3.604 0.788 -2.559  -0.577
C: -2.856 9.219 -4.665  -0.368
C: -2.730 6.857 -4.231  -0.228
C: 2.845 -5.565 8.489  -0.376
C: 2.237 -4.922 10.725  -0.495
C: 2.589 -6.894 8.800  -0.368
C: -0.691 -2.908 -1.049  -0.943
H: 4.653 0.038 4.463  0.359
H: 3.803 1.922 -0.821  0.365
H: -1.788 -2.926 -1.211  0.499
H: -4.722 9.930 -5.450  0.364
H: -4.552 3.281 -6.271  0.503
C: -4.753 7.811 -5.115  -0.450
H: 3.102 1.029 0.542  0.327
H: 2.118 -4.741 -1.124  0.438
H: 1.574 -2.978 6.887  0.543
C: 2.603 -2.598 5.043  -0.571
C: -1.492 1.223 -1.504  -0.510
H: 6.007 -1.653 0.902  0.505
C: 2.977 -4.079 -0.929  -1.130
H: -9.200 2.736 -7.860  0.361
O: -1.083 -2.657 0.453  -0.425
H: 1.946 -8.271 10.315  0.359
H: -5.823 5.244 -7.065  0.412
C: -6.157 1.901 -6.631  -0.420
H: 5.869 -2.027 -1.737  0.281
H: 2.103 -4.154 11.477  0.364
P: 3.696 -1.590 0.201  0.136
C: -1.260 2.273 -2.381  -0.550
H: 2.206 -3.478 4.551  0.377
H: -2.171 5.994 -3.889  0.313
H: 1.042 -4.043 0.631  0.400
H: -4.122 2.090 -4.185  0.275
N: 2.440 -2.754 -0.451  0.164
C: -7.462 1.748 -7.080  -0.410
H: -0.756 0.982 -0.743  0.469
H: -2.395 10.199 -4.663  0.359
H: 3.531 -3.956 -1.870  0.312
C: 2.671 -4.579 9.451  -0.185
C: -8.180 2.854 -7.516  -0.370
H: 3.373 -0.566 -2.010  0.429
H: 2.731 -7.663 8.052  0.360
C: 1.972 -6.250 11.034  -0.335
H: -2.034 3.407 -4.031  0.407
H: 4.930 -0.038 -1.300  0.410
H: 3.181 -5.297 7.494  0.376
C: 3.465 -1.748 4.361  0.198
C: 5.362 -2.386 0.382  -0.726
H: 5.307 -3.259 1.058  0.428
H: 7.177 -2.787 -0.758  0.366
C: 3.628 -0.347 6.308  -0.457
H: 3.568 -4.536 -0.125  0.430
H: 1.629 -6.517 12.026  0.363
C: 3.157 1.070 -0.559  -0.996
H: -2.825 -0.339 -0.903  0.544
C: -4.163 9.068 -5.109  -0.431
C: 6.094 -2.768 -0.955  -1.126
C: 3.869 -0.228 -1.077  -0.595
C: -3.381 1.845 -3.434  -0.198
C: -2.141 8.114 -4.222  -0.482
C: 3.979 -0.624 4.994  -0.512
H: -5.598 1.039 -6.288  0.396
C: -4.035 6.705 -4.681  -0.266
H: 0.310 -1.061 0.012  0.281
H: 2.158 1.209 -0.997  0.155
C: -7.592 4.112 -7.510  -0.413
H: 5.749 -3.745 -1.328  0.290
C: -2.657 0.481 -1.592  -0.444
H: 2.026 -2.301 -1.274  0.465
C: -6.285 4.264 -7.066  -0.447
C: 2.760 -1.192 6.987  -0.501
H: 1.665 -2.586 1.595  0.041
H: -0.596 -1.932 -1.651  0.220
H: -5.773 7.693 -5.460  0.398
H: -8.151 4.974 -7.852  0.371
H: 3.737 -1.962 3.334  0.197
C: -5.570 3.160 -6.623  -0.319
H: -7.920 0.767 -7.089  0.360
H: 4.032 0.527 6.804  0.382
C: 1.411 -3.013 0.616  -0.422
H: 2.873 -3.543 9.209  0.356
C: 2.249 -2.318 6.356  -0.441
H: -4.494 5.723 -4.691  0.441
H: 2.481 -0.973 8.011  0.403
C: -2.208 2.586 -3.346  -0.231
H: -0.344 2.847 -2.313  0.391
H: -4.515 0.207 -2.631  0.383
C: 2.150 -7.236 10.073  -0.409
C: 0.173 -2.160 0.108  0.444
H: -1.124 8.233 -3.869  0.358

Output
Total charge: +1
E_tot: -53014.271 eV
Highest occupied orbital energy: -10.647 eV
F_max: 4.147 eV Å⁻¹
LUMO: -3.14 eV
Frontier orbital gap: 7.504 eV

=====

Record 3
C38H50BClN6O5S3V | ωB97M-V/def2-TZVPD

Last column: Mulliken charge in e.
Positions of all 105 atoms, in Å:
H: -1.601 -1.762 3.032  -0.095
C: 2.132 -1.998 -3.572  -0.540
C: -1.273 2.196 3.413  -0.752
H: 1.309 -2.430 -3.015  0.531
C: -1.553 4.490 2.439  -1.862
C: 2.607 6.510 -0.604  -1.735
H: -3.583 0.424 -4.969  0.397
C: -3.549 -0.096 -2.394  -0.616
C: 0.814 -5.503 0.059  -2.096
C: -0.108 -4.284 0.121  2.324
S: -0.493 3.410 -0.296  -0.346
H: -1.972 -2.077 4.740  0.472
H: -0.679 5.110 2.230  0.312
H: -6.187 -0.256 -1.383  0.431
H: -4.488 -0.307 -2.887  0.582
O: 3.013 4.899 -3.015  -0.658
H: -1.625 2.562 4.367  0.585
C: 3.717 -2.047 -5.380  0.115
N: -2.256 -0.132 -0.422  0.616
H: 0.787 -1.262 3.630  0.124
H: -0.505 -4.475 2.255  0.347
C: -0.896 0.839 3.265  -0.221
H: 5.147 4.155 -0.586  0.340
C: 3.694 -0.181 -3.866  1.196
O: 3.908 1.746 -2.487  -0.569
H: 4.610 -1.153 1.239  0.355
H: -1.737 -3.574 1.359  -0.021
C: -4.050 -2.096 0.630  -1.086
H: -5.632 -1.924 -1.626  0.451
C: 3.224 5.114 -0.629  1.996
O: 2.832 4.378 0.521  -0.566
C: 2.631 -0.753 -3.137  -0.566
C: 1.928 -2.964 0.978  -0.527
S: -0.016 1.511 -3.176  -0.486
N: 0.732 -0.742 0.104  1.259
H: -3.824 -2.895 -0.080  0.328
V: 1.701 1.578 -1.483  0.151
C: -4.518 -0.834 -0.099  2.454
H: 2.934 7.035 0.295  0.394
H: 5.101 5.669 -1.514  0.356
H: -6.560 -1.496 -0.190  0.424
C: -1.062 -4.426 1.316  -1.285
H: 3.779 -1.060 2.779  0.316
H: -1.413 -0.357 6.476  0.426
H: -2.929 -0.901 3.824  0.355
H: 5.081 5.711 0.267  0.432
H: 2.907 7.071 -1.488  0.363
H: -3.154 -1.882 1.210  -0.338
H: -1.655 -5.338 1.222  0.472
C: -0.946 -0.198 4.382  2.428
N: -1.232 0.358 -1.120  0.044
C: -1.188 3.046 2.355  0.392
H: 4.271 -2.645 2.147  0.454
O: 2.038 3.354 -1.724  -0.085
H: -2.290 4.733 1.672  0.363
C: -0.924 -4.208 -1.173  -1.455
C: -1.404 0.415 5.706  -2.406
O: 2.137 -0.192 -2.074  0.536
B: 0.061 0.600 -0.285  -0.684
Cl: 4.374 -2.869 -6.766  -0.241
H: 1.572 -5.392 -0.720  0.425
C: 1.947 -0.618 0.664  2.019
C: 3.886 -1.664 1.875  -1.902
H: -1.946 4.741 3.423  0.420
H: 1.315 -5.689 1.010  0.336
C: -5.794 -1.142 -0.881  -2.359
C: -1.302 0.699 -2.418  1.330
H: 2.265 -3.583 -4.999  0.463
C: -3.399 -0.344 -1.009  -0.404
N: -0.476 0.387 2.120  0.487
C: 0.456 -0.796 4.559  -1.537
H: -0.268 -4.147 -2.044  0.259
C: -2.623 0.744 -4.568  -1.953
H: 1.517 6.442 -0.590  0.350
C: -4.802 0.268 0.932  -1.521
C: 4.742 5.168 -0.617  -1.778
C: 2.661 -2.631 -4.671  -0.743
H: 0.446 -1.551 5.348  0.454
N: 0.105 -1.888 -0.078  -1.078
C: -0.708 2.518 1.115  1.058
H: 1.175 -0.021 4.832  0.390
C: 2.761 4.425 -1.934  0.142
H: -2.414 0.822 5.633  0.436
C: 4.293 1.064 -3.422  -0.512
H: 2.382 -3.881 1.326  0.342
H: -5.113 1.192 0.441  0.405
C: 0.685 -2.997 0.322  -0.372
H: 5.050 -0.388 -5.521  0.409
H: -1.817 0.260 -5.122  0.348
C: -1.924 -1.305 3.968  -1.371
H: -2.509 1.818 -4.722  0.384
H: -3.905 0.475 1.518  0.071
H: -5.599 -0.047 1.608  0.444
H: -4.831 -2.448 1.307  0.491
N: -0.387 1.213 1.079  0.404
H: -0.730 1.208 6.036  0.455
H: 0.220 -6.388 -0.171  0.465
C: 2.570 -1.774 1.178  -0.497
H: 5.185 1.394 -3.985  0.278
S: 2.659 0.955 0.686  -0.660
C: 4.227 -0.840 -4.979  -1.057
H: -1.580 -3.339 -1.172  0.090
H: 1.889 4.171 0.435  -0.082
H: -1.531 -5.110 -1.271  0.474
C: -2.518 0.423 -3.112  0.311

Output
E_tot: -130792.725 eV
Expectation value of S²: 0.814
Spin multiplicity: 2
Highest occupied orbital energy (alpha / beta): -7.702 / -7.413 eV
F_max: 0.743 eV Å⁻¹
LUMO (alpha / beta): -0.26 / -0.22 eV
Frontier orbital gap (alpha / beta): 7.442 / 7.195 eV

=====

The highest E_tot belongs to which entry?
C38H49NOP

=====

Which formula does entry 2 have?
C38H49NOP

=====

Which formula does entry 3 have?
C38H50BClN6O5S3V

=====

What is the E_tot in the second record?
-53014.271 eV